C6H14N2 | ωB97M-V/def2-TZVPD

Cartesian coordinates (Å):
1 C -0.020 0.803 0.808
2 N 1.441 0.870 0.388
3 C 2.105 -0.405 1.254
4 N 2.815 -1.123 0.201
5 C -0.925 1.614 -0.169
6 C -2.287 0.847 -0.688
7 C -1.803 -0.329 -1.403
8 C -1.427 -1.472 -0.865
9 H -0.050 1.300 1.687
10 H -0.284 -0.231 0.742
11 H 1.560 0.513 -0.611
12 H 1.256 -0.962 1.674
13 H 2.803 -0.173 1.991
14 H 3.780 -1.274 0.464
15 H 2.370 -2.104 0.226
16 H -0.951 2.529 0.480
17 H -0.524 1.793 -1.260
18 H -2.855 0.517 0.248
19 H -2.981 1.488 -1.302
20 H -1.453 -0.027 -2.417
21 H -1.659 -1.897 0.088
22 H -0.911 -2.274 -1.535

Properties
* SMILES: C=CCCCNCN
* frontier orbital gap: 9.659 eV
* relative energy (zero: lowest compared OMol25 entry of this formula, charge and spin): 85.1 kcal/mol
* HOMO energy: -8.67 eV
* total charge: 0